# C36H36N3OP2RuS3

A structure of composition C36H36N3OP2RuS3 (wB97M-V/def2-TZVPD, the OMol25 dataset).

Calculated values
Energy above the lowest of the compared OMol25 structures with the same formula, charge and spin ... 57.7 kcal/mol
Multiplicity ... 2
Kohn-Sham gap (alpha / beta) ... 6.793 / 7.124 eV
<S²> ... 0.799
Total charge ... 0
Highest occupied orbital energy (alpha / beta) ... -7.5 / -7.4 eV

```
82
Properties=species:S:1:pos:R:3:forces:R:3:lowdin_charge:R:1
Ru 0.447505 0.231848 -1.402524 0.360 -0.257 -0.561 0.70
S 1.503163 2.389056 -0.169262 -0.707 -1.088 -0.839 0.33
P 0.026120 1.532893 0.895974 -0.522 -0.298 1.205 0.37
C -1.225514 0.581408 0.131825 1.743 1.299 -1.578 -0.51
P -2.033949 1.397194 -1.179946 -0.879 -0.051 0.340 0.38
S -0.989436 2.017764 -2.795868 1.049 -1.143 1.046 0.29
C -3.225416 0.159456 -1.764582 0.148 0.070 -0.046 -0.36
C -3.834345 0.327317 -3.002306 -0.004 -0.007 0.106 -0.10
C -4.666217 -0.659850 -3.496581 -0.101 0.078 -0.097 -0.08
C -4.888128 -1.815151 -2.764184 -0.023 -0.054 0.037 -0.09
C -4.289626 -1.977066 -1.525018 -0.149 -0.133 -0.015 -0.08
C -3.458136 -0.992509 -1.022083 -0.005 0.130 0.032 -0.10
C -3.011364 2.800615 -0.558201 0.097 -0.359 0.015 -0.34
C -4.275361 2.583562 -0.023379 0.070 0.018 -0.096 -0.08
C -4.959715 3.633755 0.560907 -0.163 0.025 0.131 -0.08
C -4.375847 4.888649 0.633733 -0.026 0.009 0.033 -0.09
C -3.097361 5.091991 0.137721 -0.002 0.134 0.052 -0.08
C -2.410919 4.049627 -0.456219 -0.010 -0.013 -0.154 -0.11
C -0.637123 2.793040 2.033202 0.038 -0.178 -0.178 -0.34
C -1.899393 2.608081 2.580067 0.020 -0.061 0.005 -0.09
C -2.391508 3.526310 3.487384 -0.136 -0.008 0.145 -0.08
C -1.625864 4.622729 3.849725 -0.045 0.034 0.039 -0.08
C -0.374234 4.814782 3.287932 0.064 0.103 0.082 -0.08
C 0.120527 3.904732 2.372113 -0.111 -0.174 -0.041 -0.10
C 0.751130 0.286085 2.018052 0.133 0.200 -0.108 -0.33
C -0.112354 -0.558222 2.711170 0.057 0.057 0.007 -0.11
C 0.402990 -1.557288 3.516909 -0.078 -0.100 0.099 -0.09
C 1.775453 -1.711667 3.642128 0.054 -0.055 0.010 -0.10
C 2.633022 -0.860720 2.964279 0.090 -0.050 0.113 -0.09
C 2.125325 0.137550 2.150345 -0.115 0.110 0.037 -0.11
H -3.630939 1.223276 -3.573543 -0.019 -0.016 -0.084 0.09
H -5.143746 -0.528818 -4.455622 -0.027 -0.004 -0.121 0.10
H -5.529926 -2.589106 -3.161178 -0.042 -0.048 -0.016 0.10
H -4.476242 -2.872329 -0.948208 0.033 -0.070 0.024 0.10
H -2.973705 -1.106279 -0.061572 0.046 -0.013 -0.022 0.08
H -4.713167 1.595331 -0.069496 -0.090 -0.028 -0.027 0.11
H -5.947736 3.470522 0.969648 -0.057 0.014 -0.002 0.10
H -4.917495 5.708593 1.083504 -0.020 0.052 0.054 0.10
H -2.633487 6.064117 0.223491 0.032 0.070 -0.015 0.11
H -1.410755 4.194659 -0.846613 0.024 0.014 -0.020 0.09
H -2.496242 1.755625 2.281252 -0.008 -0.034 0.014 0.10
H -3.369254 3.379686 3.924894 -0.074 0.024 -0.010 0.11
H -2.008295 5.328397 4.572179 -0.032 0.086 0.051 0.10
H 0.222541 5.668018 3.574695 0.031 0.106 -0.001 0.10
H 1.086211 4.045568 1.908443 0.116 0.062 0.005 0.07
H -1.184002 -0.436594 2.608667 0.030 -0.027 -0.055 0.10
H -0.265759 -2.222074 4.048321 -0.025 -0.002 0.030 0.10
H 2.172162 -2.499218 4.268622 0.036 -0.021 0.037 0.10
H 3.702381 -0.975538 3.072526 0.096 -0.022 -0.017 0.10
H 2.784003 0.799327 1.600273 -0.029 -0.069 0.020 0.07
S 0.547648 -1.348628 -3.378609 -0.271 1.056 0.665 0.57
C -0.079694 -2.527078 -2.282464 0.213 -0.386 -0.068 -0.79
C -0.422547 -3.819680 -2.693990 -0.043 -0.060 0.209 -0.11
C -0.929123 -4.698999 -1.764532 0.039 0.115 -0.005 -0.08
C -1.085407 -4.279212 -0.445647 0.093 0.047 0.037 -0.07
C -0.706942 -2.988754 -0.118829 -0.107 -0.142 0.322 -0.16
N -0.212232 -2.138829 -1.007546 0.150 0.835 -0.661 -0.02
H -0.286125 -4.098506 -3.724175 0.005 -0.037 -0.184 0.10
H -1.196311 -5.704642 -2.059578 -0.048 -0.045 0.012 0.11
H -1.476695 -4.950022 0.302176 -0.040 0.015 0.138 0.10
H -0.782484 -2.609415 0.894179 -0.079 0.003 0.023 0.10
C 4.120098 0.481386 -2.505441 -0.475 0.204 0.024 -0.03
N 4.499727 -0.650444 -1.688088 0.032 0.140 -0.121 -0.08
C 5.837065 -1.166777 -1.885830 0.222 -0.156 0.150 -0.16
C 6.267064 -1.943139 -0.650303 -0.163 -0.115 -0.210 -0.15
C 5.234289 -3.034007 -0.410793 0.305 0.095 -0.007 -0.16
N 3.924176 -2.436547 -0.301746 0.069 0.036 0.044 -0.08
C 2.890522 -3.229518 0.318492 -0.303 -0.018 0.055 -0.03
C 3.580047 -1.268204 -0.909897 -0.264 0.087 0.208 -0.46
O 2.464236 -0.777305 -0.696068 -0.763 0.228 -0.273 -0.12
H 4.722829 1.357650 -2.253707 0.000 -0.026 -0.025 0.09
H 3.062275 0.725156 -2.333755 0.480 -0.080 -0.072 0.04
H 4.256838 0.236711 -3.562064 0.005 0.050 0.004 0.10
H 6.501699 -0.313881 -2.053628 -0.054 -0.092 -0.051 0.12
H 5.876538 -1.816218 -2.773274 0.050 0.125 0.045 0.13
H 6.295941 -1.270598 0.208677 0.016 0.007 0.028 0.12
H 7.260063 -2.371281 -0.784130 -0.019 -0.017 -0.042 0.12
H 5.438560 -3.558582 0.528303 -0.006 -0.023 -0.126 0.12
H 5.264358 -3.767920 -1.230169 0.012 -0.002 0.125 0.13
H 3.208496 -3.565369 1.306541 0.039 -0.006 0.009 0.09
H 2.655136 -4.103633 -0.298447 -0.029 -0.011 0.040 0.10
H 1.999983 -2.612847 0.420747 0.068 -0.142 0.042 0.07
```
Positions in Å, forces in eV/Å.